Record 1
Computed, not measured: a molecular structure, C9H22CuN2O5, with the ωB97M-V functional and the def2-TZVPD basis.

```
! RIJCOSX wB97M-V def2-TZVPD def2/J DEFGRID3
* xyz -1 3
Cu -10.936 17.325 -13.005
C -11.006 16.289 -10.556
O -9.972 16.105 -11.212
O -10.965 15.537 -9.538
O -11.869 17.029 -11.072
C -13.791 15.215 -15.867
C -12.654 16.092 -15.208
C -12.658 17.617 -15.463
O -11.513 18.281 -14.897
C -11.388 19.603 -15.450
N -12.654 15.958 -13.736
H -13.547 15.003 -16.908
H -14.837 15.491 -15.728
H -13.729 14.305 -15.270
H -11.699 15.684 -15.537
H -13.639 18.043 -15.253
H -12.716 17.706 -16.548
H -12.352 20.071 -15.652
H -10.880 19.536 -16.411
H -10.764 20.266 -14.849
H -13.649 16.002 -13.568
H -12.505 14.972 -13.574
C -9.130 20.769 -11.010
C -10.075 19.756 -11.535
C -11.357 20.340 -12.012
O -12.291 19.300 -12.498
C -13.640 19.905 -12.517
N -9.289 18.929 -12.522
H -9.642 21.506 -10.392
H -8.637 21.295 -11.828
H -8.380 20.332 -10.351
H -10.336 19.235 -10.614
H -11.105 21.066 -12.786
H -11.755 20.821 -11.119
H -14.317 19.100 -12.804
H -13.657 20.676 -13.288
H -13.907 20.314 -11.543
H -8.978 19.627 -13.183
H -8.415 18.645 -12.102
*
```

⟨S²⟩: 2.010

Results of the Mulliken charge analysis, in e, for atoms 1 through 4:
1. Cu 1.711
2. C 0.775
3. O -0.527
4. O -0.662

Record 2
Computed, not measured: 9 unconnected molecules or ions with the total composition C27H81O36P9, with the ωB97M-V functional and the def2-TZVPD basis.

```
! RIJCOSX wB97M-V def2-TZVPD def2/J DEFGRID3
* xyz 0 1
C -11.808 -23.625 8.402
O -11.183 -24.659 9.130
P -10.066 -25.443 8.327
O -9.014 -24.640 7.728
O -9.468 -26.347 9.461
C -10.251 -27.458 9.987
O -10.964 -26.395 7.434
C -10.269 -26.991 6.329
H -11.219 -22.651 8.401
H -12.790 -23.411 8.857
H -12.141 -23.946 7.418
H -9.583 -28.096 10.508
H -10.588 -27.971 9.152
H -11.022 -27.036 10.595
H -9.529 -26.296 5.912
H -10.996 -27.317 5.630
H -9.776 -27.925 6.608
C -16.596 -29.409 -0.766
O -15.336 -29.804 -0.397
P -14.963 -30.651 0.939
O -16.057 -31.487 1.397
O -14.335 -29.541 1.904
C -15.148 -28.574 2.598
O -13.758 -31.448 0.473
C -12.540 -30.713 0.022
H -16.477 -28.935 -1.764
H -16.959 -28.684 -0.032
H -17.407 -30.125 -0.836
H -14.785 -28.457 3.634
H -16.128 -29.081 2.695
H -15.192 -27.576 2.187
H -12.811 -30.032 -0.808
H -11.811 -31.398 -0.416
H -12.065 -30.187 0.851
C -3.658 -25.124 2.518
O -4.814 -24.991 3.414
P -6.206 -25.009 2.656
O -6.269 -26.104 1.687
O -7.334 -25.056 3.798
C -7.234 -23.925 4.826
O -6.435 -23.585 1.911
C -6.285 -23.289 0.525
H -2.814 -25.049 3.198
H -3.594 -24.331 1.821
H -3.742 -26.136 2.071
H -6.290 -24.007 5.293
H -7.989 -24.084 5.623
H -7.350 -22.996 4.199
H -5.665 -23.942 -0.053
H -5.824 -22.316 0.434
H -7.266 -23.269 0.159
C -15.934 -23.548 6.721
O -15.152 -24.472 7.601
P -15.705 -24.691 9.120
O -17.069 -25.307 9.250
O -14.494 -25.473 9.706
C -14.212 -26.810 9.164
O -15.493 -23.219 9.712
C -16.440 -22.800 10.755
H -16.852 -24.004 6.331
H -15.256 -23.409 5.908
H -16.116 -22.592 7.195
H -13.238 -26.766 8.678
H -14.924 -27.058 8.387
H -14.207 -27.494 9.975
H -15.982 -21.893 11.263
H -16.595 -23.568 11.486
H -17.423 -22.587 10.303
C -10.414 -26.599 -3.815
O -10.290 -25.729 -4.883
P -10.509 -24.207 -4.554
O -11.824 -23.717 -4.156
O -9.897 -23.467 -5.842
C -10.140 -22.059 -6.122
O -9.497 -23.767 -3.402
C -8.104 -23.952 -3.474
H -10.487 -26.104 -2.817
H -9.579 -27.310 -3.860
H -11.355 -27.125 -3.872
H -9.710 -21.969 -7.128
H -9.510 -21.528 -5.425
H -11.143 -21.779 -5.950
H -7.886 -24.989 -3.264
H -7.622 -23.351 -2.785
H -7.776 -23.665 -4.481
C -6.477 -31.172 3.105
O -7.075 -31.041 4.407
P -7.969 -29.922 4.980
O -8.479 -30.133 6.330
O -7.090 -28.603 4.676
C -6.687 -27.689 5.755
O -9.101 -29.575 3.889
C -10.411 -30.134 3.977
H -5.469 -30.735 3.110
H -7.173 -30.907 2.309
H -6.350 -32.256 3.021
H -5.647 -27.767 5.832
H -7.115 -27.851 6.721
H -7.054 -26.701 5.395
H -11.190 -29.368 3.905
H -10.513 -30.590 4.938
H -10.497 -30.857 3.157
C -15.605 -19.845 2.291
O -15.360 -20.939 3.241
P -14.753 -22.325 2.819
O -14.238 -23.018 4.030
O -15.863 -23.002 1.930
C -16.943 -23.847 2.568
O -13.767 -22.210 1.610
C -12.334 -22.085 1.668
H -15.903 -20.263 1.392
H -14.730 -19.211 2.165
H -16.432 -19.337 2.724
H -17.929 -23.496 2.274
H -16.844 -24.046 3.671
H -16.860 -24.819 2.012
H -11.967 -21.732 2.679
H -12.106 -21.358 0.915
H -11.928 -23.046 1.495
C -9.056 -27.663 1.586
O -10.479 -27.714 1.404
P -11.384 -26.528 1.788
O -10.957 -25.279 1.206
O -12.835 -26.950 1.266
C -13.262 -26.537 0.000
O -11.611 -26.674 3.357
C -12.447 -25.623 3.982
H -8.756 -27.764 2.638
H -8.806 -26.684 1.196
H -8.623 -28.406 0.931
H -12.822 -25.604 -0.346
H -14.293 -26.388 -0.031
H -13.035 -27.216 -0.792
H -12.510 -25.822 5.028
H -13.422 -25.751 3.528
H -12.015 -24.721 3.648
C -16.615 -27.169 6.265
O -17.723 -27.579 5.495
P -18.657 -26.507 4.738
O -18.224 -26.102 3.384
O -20.012 -27.427 5.021
C -21.239 -27.131 4.334
O -18.899 -25.246 5.686
C -19.338 -25.498 7.046
H -15.948 -28.003 6.233
H -16.911 -26.953 7.288
H -16.061 -26.281 5.902
H -21.292 -27.620 3.380
H -21.429 -26.022 4.114
H -21.951 -27.440 5.102
H -18.484 -25.695 7.788
H -20.055 -26.213 7.161
H -19.771 -24.541 7.270
*
```

SMILES string: COP(=O)(OC)OC.COP(=O)(OC)OC.COP(=O)(OC)OC.COP(=O)(OC)OC.COP(=O)(OC)OC.COP(=O)(OC)OC.COP(=O)(OC)OC.COP(=O)(OC)OC.COP(=O)(OC)OC
energy above the lowest of the compared OMol25 structures with the same formula, charge and spin: 326.27 kJ/mol

Results of the Mulliken charge analysis, in e, for atoms 1 through 4:
1. C -0.317
2. O -0.347
3. P 0.769
4. O -0.722

Record 3
Computed, not measured: 3 unconnected molecules or ions with the total composition C7H17Cl4O4P, with the ωB97M-V functional and the def2-TZVPD basis.

```
! RIJCOSX wB97M-V def2-TZVPD def2/J DEFGRID3
* xyz -1 2
C 4.642 -0.256 -1.888
O 3.480 -0.011 -1.178
P 2.780 -1.337 -0.497
O 3.700 -2.331 0.073
O 1.703 -0.688 0.544
C 1.277 -1.413 1.695
O 1.767 -1.895 -1.586
C 0.980 -1.105 -2.428
H 5.169 -1.160 -1.583
H 5.308 0.587 -1.707
H 4.452 -0.288 -2.961
H 1.899 -2.284 1.904
H 0.240 -1.704 1.529
H 1.139 -0.732 2.535
H 0.781 -0.139 -1.964
H 0.016 -1.545 -2.684
H 1.495 -0.850 -3.354
Cl -2.275 -0.372 2.567
C -1.531 1.244 2.762
C -2.582 2.256 3.183
Cl -3.938 2.254 2.035
H -0.888 1.494 1.918
H -0.832 1.198 3.597
H -2.223 3.277 3.307
H -2.964 1.811 4.101
Cl -1.470 1.970 -1.275
C -2.356 0.527 -0.679
C -3.601 0.314 -1.576
Cl -3.277 0.047 -3.317
H -2.764 0.750 0.307
H -1.655 -0.305 -0.738
H -4.267 1.173 -1.497
H -4.206 -0.485 -1.145
*
```

⟨S²⟩: 0.751

Results of the Mulliken charge analysis, in e, for atoms 1 through 4:
1. C -0.762
2. O -0.310
3. P 1.004
4. O -0.710

Number 1: E -2482.17090 a.u.. Number 2: E -6858.91447 a.u.. Number 3: E -2760.04702 a.u..